This record from the Open Molecules 2025 dataset describes a structure of composition C24H16N4O8S3Sc. The level of theory is ωB97M-V with the def2-TZVPD basis set.

```
56
Properties=species:S:1:pos:R:3:lowdin_charge:R:1
C 0.5196 -0.1153 -3.7737 -0.17
C -5.2093 -2.3666 0.3506 -0.12
H 1.5265 -1.9411 -5.0739 0.11
O -0.8814 3.8933 -1.9445 0.09
H 1.6139 1.8204 3.4743 0.14
C -0.6360 2.6260 -1.7549 -0.46
C 4.5485 -3.7354 3.0014 -0.70
H -1.0818 3.2702 -4.4401 0.13
C 2.6293 -0.9007 1.2956 -0.17
C -0.6385 2.2964 -4.2935 0.05
C -5.0216 -1.8868 1.6417 -0.12
H -6.1288 -2.8704 0.0789 0.09
H -2.3973 3.3093 3.1573 0.12
C -4.2079 -2.2022 -0.5901 -0.15
O 1.6683 -2.2405 -4.1688 0.18
C 0.2665 4.0808 1.4520 -0.82
H -5.7929 -2.0122 2.3918 0.09
N 1.1481 3.2347 2.0584 0.09
O 5.4170 -3.0293 3.5416 -0.04
H 0.5456 -0.4129 -5.9158 0.12
N -1.0140 4.0843 1.8817 0.08
C -1.3475 3.3009 2.8823 -0.12
S -1.7657 -1.4013 -1.5033 0.61
O 3.2768 1.3575 1.7704 0.04
O -0.5605 2.0638 -0.6834 0.02
S 0.8143 5.1076 0.2239 0.63
H -0.7677 1.8380 4.3856 0.11
N 1.6172 -1.5367 0.6838 -0.01
C -3.8391 -1.2484 1.9708 -0.14
C 3.4924 -2.9391 2.1840 -0.08
Sc 0.1721 -0.1772 -0.4461 0.67
C 2.4384 -3.5895 1.5570 0.02
H -4.3376 -2.5765 -1.5983 0.09
O 1.2831 -1.5773 -2.1049 0.06
O 1.7836 0.9775 0.1639 -0.13
C -0.4530 2.4782 3.5784 -0.06
C -2.8198 -1.0705 1.0307 -0.69
C 0.2835 0.2374 -5.0910 0.02
H 4.3748 -1.0196 2.5453 0.13
C 2.6109 0.5933 1.0841 -0.56
H -0.6256 4.4057 -1.1074 0.00
H -3.6826 -0.8756 2.9757 0.09
C 1.5187 -2.8590 0.8263 -0.10
C 0.8204 2.4526 3.1016 -0.05
C 3.5735 -1.5553 2.0563 0.07
C 1.1815 -1.3734 -3.2855 -0.44
C -3.0091 -1.5609 -0.2703 -0.69
H 2.0766 3.0996 1.6542 0.12
C -0.3765 1.8451 -3.0086 -0.13
O 4.3635 -4.9653 3.0158 -0.05
C -0.3159 1.4633 -5.3498 -0.02
S -1.3513 -0.2391 1.5255 0.62
H 0.6749 -3.3287 0.3336 0.12
H 2.3638 -4.6634 1.6589 0.11
H -0.5172 1.7649 -6.3685 0.12
N 0.1754 0.6694 -2.7614 0.12
```

energy	-100703.8652	eV
energy relative to the best compared isomer or geometry (same formula, charge and spin)	0.00	kJ/mol
orbital gap	0.2015	hartree
F_max	0.27	eV Å⁻¹
total charge	-1
multiplicity	1
LUMO	0.0181	hartree